[1]
{"formula": "IN3O13SSr", "method": "the ωB97M-V functional and the def2-TZVPD basis", "symbols": ["Sr", "N", "O", "O", "O", "N", "O", "O", "O", "N", "O", "O", "O", "I", "S", "O", "O", "O", "O"], "coordinates": [[-21.99034, 10.95891, -2.73129], [-23.95589, 12.06316, 0.08786], [-23.79024, 11.82977, -1.12789], [-23.09302, 11.67814, 0.91036], [-25.05964, 12.46841, 0.55753], [-20.73224, 9.40932, -6.07064], [-20.42921, 9.61986, -7.26306], [-20.60215, 10.43405, -5.27101], [-21.03082, 8.30727, -5.63594], [-19.95824, 11.73159, 0.11498], [-19.57980, 10.67506, 0.65225], [-19.62847, 12.81393, 0.71144], [-20.67304, 11.71784, -0.91084], [-21.61380, 13.72281, -3.83248], [-22.63473, 8.03358, -2.31178], [-23.27444, 9.01760, -3.22251], [-21.33507, 8.72908, -2.27180], [-22.93404, 8.02920, -0.86650], [-22.24612, 6.73143, -2.85046]], "lowdin_charge": [1.140, -0.591, -0.172, -0.043, -0.137, -0.617, -0.140, -0.186, -0.016, -0.582, -0.059, -0.131, -0.242, -0.369, 0.158, -0.570, -0.603, -0.417, -0.422], "homo_lumo_gap_ev": 4.3, "homo_energy_ev": 4.1, "charge": -4}

[2]
{"formula": "C7H10", "method": "the ωB97M-V functional and the def2-TZVPD basis", "symbols": ["C", "C", "C", "C", "C", "C", "C", "H", "H", "H", "H", "H", "H", "H", "H", "H", "H"], "coordinates": [[-1.60008, 0.42035, -0.00927], [-0.67022, 1.35338, 0.02658], [0.77317, 1.02399, 0.02263], [0.93201, -0.06702, 1.08022], [0.43558, -1.04089, -0.03423], [-1.14744, -0.98395, 0.02533], [0.95500, -0.05630, -1.05306], [-2.62548, 0.60706, -0.09719], [-0.95229, 2.39488, -0.10849], [1.45402, 1.85169, -0.07281], [1.98382, -0.20797, 1.42678], [0.25958, 0.11390, 1.94575], [0.75472, -2.09053, 0.00544], [-1.50548, -1.49830, 0.84330], [-1.55848, -1.64335, -0.79330], [2.08619, -0.19758, -1.22433], [0.42538, 0.02062, -1.98333]], "lowdin_charge": [-0.105, -0.087, -0.298, -0.108, -0.264, -0.156, -0.126, 0.086, 0.108, 0.127, 0.118, 0.119, 0.131, 0.078, 0.129, 0.140, 0.106], "e_above_lowest_kcal_mol": 36.8, "homo_lumo_gap_ev": 10.1, "homo_energy_ev": -9.0, "smiles": "C1=C[C@H]2C[C@@H](C1)C2"}

[3]
{"formula": "C2H6N4O2", "method": "the ωB97M-V functional and the def2-TZVPD basis", "symbols": ["O", "N", "C", "C", "N", "N", "O", "N", "H", "H", "H", "H", "H", "H"], "coordinates": [[-0.06884, -2.58466, 0.57922], [0.46409, -1.31459, 0.36960], [0.33885, -0.86038, -1.00026], [-0.24744, 0.29413, -1.28347], [-0.71828, 1.10999, -0.28353], [-0.25592, 1.06347, 0.93715], [1.11888, 1.67742, 1.00950], [-0.21089, -0.27262, 1.33945], [-1.03813, -2.49943, 0.53382], [0.94178, -1.51128, -1.79260], [-0.11224, 0.76187, -2.32022], [-1.11541, 1.92666, -0.54274], [1.05380, 2.44359, 1.48383], [0.31638, -0.30214, 2.21770]], "lowdin_charge": [-0.045, -0.164, -0.114, -0.133, -0.032, -0.178, -0.012, 0.059, 0.095, 0.152, 0.138, 0.097, 0.016, 0.123], "e_above_lowest_kcal_mol": 163.5, "homo_lumo_gap_ev": 9.0, "homo_energy_ev": -8.1, "smiles": "On1cc[nH]n(O)[nH]1"}

[4]
{"formula": "C17H14BrEuNO3S", "method": "the ωB97M-V functional and the def2-TZVPD basis", "symbols": ["C", "C", "C", "H", "C", "C", "H", "H", "H", "H", "Eu", "Br", "C", "C", "C", "H", "C", "C", "H", "H", "H", "H", "O", "C", "N", "S", "O", "O", "C", "C", "C", "C", "C", "C", "H", "H", "H", "H"], "coordinates": [[-1.91735, -0.82543, -0.82679], [-1.76997, -1.33901, 0.49708], [-1.88756, -0.24307, 1.40962], [-1.65680, -2.38093, 0.79038], [-2.09301, 0.95618, 0.64914], [-2.11864, 0.58979, -0.74285], [-2.32822, 1.26575, -1.57230], [-1.93774, -1.42143, -1.73740], [-1.91641, -0.32310, 2.48987], [-2.24694, 1.95008, 1.06834], [0.55216, 0.42032, -0.05910], [1.46056, -1.18056, -2.08582], [2.75997, 0.69167, -4.84279], [1.66298, 1.48386, -5.28124], [0.66813, 0.60480, -5.80637], [1.59500, 2.57285, -5.23238], [1.15494, -0.72739, -5.68961], [2.45086, -0.67531, -5.10041], [3.08386, -1.53280, -4.86993], [3.68097, 1.05859, -4.38682], [-0.29520, 0.90136, -6.22792], [0.63240, -1.63544, -5.99671], [0.52301, 1.97440, 2.40743], [0.84203, 0.89095, 2.95799], [0.97070, -0.25574, 2.20849], [1.32428, -1.65799, 2.99300], [0.18288, -2.52959, 3.02783], [2.59804, -2.14752, 2.54980], [1.44697, -0.77531, 4.52276], [1.77072, -1.35281, 5.75043], [1.80620, -0.52313, 6.87823], [1.50575, 0.83675, 6.75286], [1.16752, 1.38094, 5.50833], [1.14030, 0.56065, 4.37267], [1.98800, -2.41413, 5.81769], [2.06177, -0.93649, 7.85047], [1.53936, 1.46941, 7.63689], [0.93510, 2.42653, 5.40801]], "lowdin_charge": [-0.265, -0.217, -0.246, 0.077, -0.275, -0.278, 0.073, 0.074, 0.077, 0.068, 1.246, -0.237, -0.271, -0.248, -0.242, 0.033, -0.255, -0.324, 0.043, 0.043, 0.036, 0.045, -0.053, -0.520, -0.242, 0.614, -0.296, -0.299, -0.219, -0.040, -0.091, -0.090, -0.006, -0.127, 0.115, 0.094, 0.093, 0.109], "spin_multiplicity": 8, "homo_lumo_gap_ev": [3.8, 3.8], "s2": 15.7607, "homo_energy_ev": [0.1, 0.1], "charge": -2}

[5]
{"formula": "C2H7ClSi2", "method": "the ωB97M-V functional and the def2-TZVPD basis", "symbols": ["C", "C", "Si", "Si", "Cl", "H", "H", "H", "H", "H", "H", "H"], "coordinates": [[3.01839, 1.74297, 0.21722], [2.27125, 1.09214, -0.41230], [-0.84173, -1.65871, -0.73921], [-1.53996, 0.13964, 0.73774], [-3.47155, 0.86073, 0.00289], [3.57429, 2.30830, 0.91437], [-0.50198, 1.38346, 0.56148], [1.56631, 0.41173, -0.81067], [0.23488, -1.35060, -1.73158], [-0.33022, -2.65387, 0.13551], [-2.24018, -2.06296, -1.41101], [-1.73949, -0.21283, 2.53555]], "lowdin_charge": [0.002, -0.027, 0.422, 0.070, 0.006, 0.017, -0.089, -0.036, -0.118, -0.158, -0.071, -0.019], "e_above_lowest_kcal_mol": 91.4, "homo_lumo_gap_ev": 10.4, "homo_energy_ev": -10.3}

[6]
{"formula": "C30H24N5O3Ta", "method": "the ωB97M-V functional and the def2-TZVPD basis", "symbols": ["Ta", "O", "C", "O", "C", "C", "C", "N", "C", "C", "C", "C", "C", "C", "C", "N", "C", "C", "C", "C", "C", "N", "H", "H", "H", "H", "H", "H", "H", "H", "H", "H", "C", "N", "C", "C", "C", "C", "C", "N", "C", "C", "C", "C", "C", "C", "H", "H", "H", "H", "H", "H", "H", "H", "H", "H", "H", "C", "C", "O", "H", "H", "H"], "coordinates": [[0.29652, 0.15690, 0.32910], [-1.37180, -1.04351, -6.37658], [-0.56696, -0.15275, -6.05349], [0.07788, 0.69411, -6.69163], [-0.36009, -0.05486, -4.53575], [0.52630, 0.86792, -3.98183], [0.69354, 0.91970, -2.62451], [0.02428, 0.09387, -1.76608], [-0.88226, -0.78232, -2.31958], [-1.07936, -0.87819, -3.66567], [-1.62514, -1.56143, -1.33220], [-2.52610, -2.56376, -1.65346], [-3.15211, -3.24759, -0.63092], [-2.86271, -2.91388, 0.68848], [-1.95105, -1.91710, 0.93312], [-1.33290, -1.23700, -0.05835], [1.59910, 1.83892, -1.93998], [2.35632, 2.77187, -2.61957], [3.20688, 3.59739, -1.90555], [3.26582, 3.45204, -0.53010], [2.47918, 2.50771, 0.08826], [1.62561, 1.69131, -0.58874], [1.04160, 1.50261, -4.69287], [-1.78127, -1.55462, -4.14004], [-2.72220, -2.80639, -2.68733], [-3.85668, -4.03714, -0.85650], [-3.33030, -3.42580, 1.51721], [-1.68867, -1.63785, 1.93797], [2.28210, 2.84782, -3.69380], [3.81367, 4.33219, -2.41782], [3.91875, 4.06459, 0.07477], [2.52557, 2.39629, 1.15557], [2.18046, -2.25744, 0.86142], [1.12621, -1.28667, 1.32393], [1.16601, -0.94745, 2.81493], [-0.90825, 0.62155, 2.70528], [-2.02723, 0.40449, 3.57996], [-3.08512, 0.97121, 2.95227], [-2.64946, 1.38999, 1.63933], [-1.36012, 1.22626, 1.48625], [1.56652, -3.38306, 0.08018], [1.27745, -3.19117, -1.26855], [0.68703, -4.19607, -2.01898], [0.38721, -5.41287, -1.41777], [0.69109, -5.61939, -0.07995], [1.28156, -4.60846, 0.66762], [2.67903, -2.60890, 1.76452], [2.93687, -1.73947, 0.26421], [2.20258, -0.80691, 3.12845], [-1.98874, -0.03084, 4.56544], [-4.09080, 1.08505, 3.32659], [-3.28682, 1.73846, 0.83826], [1.57669, -2.26947, -1.76462], [0.49364, -4.04777, -3.07428], [-0.05319, -6.21001, -2.00165], [0.48465, -6.57667, 0.37958], [1.52978, -4.78596, 1.70799], [0.49934, -1.97519, 3.70590], [0.43668, 0.36804, 2.67205], [1.04717, 1.18327, 1.79309], [0.70646, -1.73569, 4.74964], [0.91004, -2.96512, 3.51005], [-0.57785, -2.02709, 3.57434]], "lowdin_charge": [1.984, 0.018, -0.660, 0.025, -0.005, 0.103, -0.169, -0.031, -0.184, 0.098, -0.194, 0.049, 0.026, 0.010, -0.083, -0.031, -0.182, 0.051, 0.030, 0.005, -0.058, -0.014, 0.136, 0.137, 0.137, 0.139, 0.131, 0.082, 0.135, 0.141, 0.133, 0.116, -0.122, -0.164, -0.262, -0.238, 0.032, 0.023, -0.037, -0.014, -0.239, -0.069, -0.063, -0.055, -0.050, -0.029, 0.129, 0.128, 0.165, 0.139, 0.132, 0.143, 0.107, 0.119, 0.118, 0.118, 0.115, 0.001, -0.243, -0.230, 0.111, 0.090, 0.067], "e_above_lowest_kcal_mol": 35.0, "homo_lumo_gap_ev": 4.5, "homo_energy_ev": -12.9, "charge": 2}

[7]
{"formula": "C4H13N3", "method": "the ωB97M-V functional and the def2-TZVPD basis", "symbols": ["C", "N", "C", "C", "N", "C", "N", "H", "H", "H", "H", "H", "H", "H", "H", "H", "H", "H", "H", "H"], "coordinates": [[-1.54299, -1.80456, -0.54574], [-1.35082, -0.38806, -0.84922], [-0.08354, -0.05364, -1.54035], [0.51210, 1.23406, -1.02005], [0.77664, 1.30319, 0.38123], [1.13033, 0.16779, 1.18546], [0.68581, 0.28682, 2.57367], [-2.00631, -2.26353, -1.41396], [-2.20039, -1.89385, 0.28863], [-0.60835, -2.33721, -0.33476], [-1.35835, 0.16803, -0.00236], [0.59042, -0.92116, -1.47922], [-0.30629, 0.07997, -2.60361], [-0.13371, 2.05823, -1.34268], [1.41834, 1.38663, -1.63747], [0.82023, 2.21421, 0.79267], [2.21426, -0.01973, 1.27725], [0.74697, -0.74384, 0.72374], [-0.32730, 0.37889, 2.55977], [1.02294, 1.14778, 2.98701]], "lowdin_charge": [-0.139, -0.123, -0.247, -0.249, -0.073, -0.324, 0.005, 0.071, 0.066, 0.067, 0.077, 0.103, 0.110, 0.117, 0.109, 0.109, 0.110, 0.092, 0.060, 0.057], "e_above_lowest_kcal_mol": 27.3, "homo_lumo_gap_ev": 9.6, "homo_energy_ev": -8.5, "smiles": "CNCCNCN"}

[8]
{"formula": "C25H38BF9N2O8P", "method": "the ωB97M-V functional and the def2-TZVPD basis", "symbols": ["C", "C", "P", "C", "C", "N", "B", "O", "C", "C", "O", "C", "C", "C", "C", "C", "C", "O", "C", "C", "N", "C", "C", "C", "O", "C", "F", "F", "C", "F", "F", "C", "F", "F", "C", "F", "F", "F", "O", "H", "H", "H", "H", "H", "H", "H", "H", "H", "H", "H", "H", "H", "H", "H", "H", "H", "H", "H", "H", "H", "H", "H", "H", "H", "H", "H", "H", "H", "H", "C", "C", "O", "C", "O", "O", "C", "H", "H", "H", "H", "H", "H", "H", "H"], "coordinates": [[-0.00219, -2.53835, 5.33358], [-0.02215, -2.67928, 4.11298], [0.23316, -2.96163, 2.22515], [0.25461, -4.83700, 2.71112], [1.59987, -5.28726, 3.16021], [2.54203, -5.73178, 2.42716], [0.96224, -3.36480, 0.44129], [0.84942, -4.64771, -0.14321], [1.69709, -2.26195, -0.48024], [2.26487, -2.88017, -1.78488], [0.11866, -1.28462, 1.84217], [-1.21953, -0.86150, 1.60561], [-1.45326, 0.08632, 2.81679], [-0.52624, 0.38705, 3.75038], [-1.06246, 0.13371, 0.41163], [0.19762, 0.98798, 0.43965], [0.04763, 2.10112, -0.61629], [1.21345, 2.93005, -0.57472], [2.27330, 2.40335, -1.33727], [-2.24626, -2.08429, 1.54054], [-3.16833, -1.89586, 2.65714], [-4.38780, -1.15618, 2.38009], [-3.42855, -3.01721, 3.51274], [-3.45848, -2.65950, 5.00605], [-3.70286, -4.14516, 3.19407], [-2.86760, -2.59769, 0.16964], [-3.93609, -3.34877, 0.55766], [-2.11250, -3.51722, -0.45647], [-3.42868, -1.62463, -0.91467], [-4.64623, -2.10704, -1.28615], [-3.74284, -0.39295, -0.46567], [-2.66863, -1.51278, -2.28340], [-3.20554, -2.39872, -3.14207], [-1.35505, -1.76877, -2.25533], [-2.85440, -0.13071, -2.99609], [-2.24469, -0.25820, -4.19353], [-4.12786, 0.13713, -3.24526], [-2.24563, 0.86647, -2.37265], [-1.44045, -3.18080, 1.85060], [0.13693, -2.32259, 6.36174], [1.63899, -2.71348, 2.55190], [-0.21004, -5.47650, 1.96102], [-0.39186, -4.89164, 3.58931], [1.80247, -5.22238, 4.23198], [2.20575, -5.74936, 1.46013], [0.25513, -4.61118, -0.89699], [0.89010, -1.60056, -0.81480], [2.47443, -1.72082, 0.05807], [1.46315, -3.34399, -2.36257], [2.66102, -2.08402, -2.42277], [3.02018, -3.63443, -1.57492], [-2.42662, 0.57984, 2.88148], [-0.81502, 0.28239, 4.79725], [0.46232, 0.77899, 3.54814], [-1.12448, -0.32216, -0.58162], [-1.90568, 0.83598, 0.46150], [0.36954, 1.51096, 1.37716], [1.10358, 0.44920, 0.17280], [-0.10980, 1.69777, -1.61974], [-0.76305, 2.77055, -0.32330], [2.89985, 1.75178, -0.71462], [2.92869, 3.19303, -1.70862], [1.93863, 1.80431, -2.19082], [-5.11502, -1.67523, 1.74803], [-4.88611, -0.97444, 3.33778], [-4.16698, -0.16387, 1.98782], [-2.77922, -1.83300, 5.20007], [-4.48022, -2.42509, 5.31127], [-3.13619, -3.54983, 5.53549], [3.62102, 7.85279, -6.52283], [2.98222, 6.62886, -5.90025], [3.80303, 6.07084, -4.86657], [3.78330, 6.72468, -3.70535], [3.14061, 7.71068, -3.45693], [4.61406, 6.10315, -2.86871], [4.75966, 6.75604, -1.60612], [4.62786, 7.62060, -6.87342], [3.02546, 8.20730, -7.36453], [3.70738, 8.66212, -5.79877], [2.87679, 5.84625, -6.64969], [1.98678, 6.84764, -5.51380], [3.79346, 6.93050, -1.13782], [5.29579, 7.69618, -1.73184], [5.34240, 6.10151, -0.96395]], "lowdin_charge": [0.003, -0.183, 0.586, -0.273, -0.325, 0.062, -0.426, 0.036, -0.172, -0.129, -0.268, -0.334, -0.094, 0.013, -0.123, -0.142, -0.217, -0.189, -0.122, -0.276, -0.048, -0.046, -0.437, -0.003, 0.116, -0.297, 0.117, 0.147, -0.304, 0.123, 0.130, -0.345, 0.153, 0.152, -0.546, 0.156, 0.195, 0.180, -0.193, -0.006, 0.055, 0.086, 0.061, 0.091, 0.018, 0.086, 0.073, 0.098, 0.057, 0.060, 0.069, 0.095, 0.053, 0.062, 0.087, 0.114, 0.114, 0.097, 0.105, 0.125, 0.085, 0.075, 0.086, 0.095, 0.095, 0.078, 0.060, 0.073, 0.079, -0.069, -0.213, 0.038, -0.612, 0.123, 0.005, -0.040, 0.080, 0.078, 0.073, 0.122, 0.124, 0.097, 0.097, 0.093], "homo_lumo_gap_ev": 6.3, "homo_energy_ev": -4.2, "charge": -1}

| no. | M (g/mol) |
| --- | --- |
| 1 | 496.6 |
| 2 | 94.2 |
| 3 | 118.1 |
| 4 | 544.2 |
| 5 | 122.7 |
| 6 | 683.5 |
| 7 | 103.2 |
| 8 | 707.4 |